Record 1
72
Properties=species:S:1:pos:R:3:lowdin_charge:R:1 method="wB97M-V/def2-TZVPD" s_squared=3.7966 lumo_energy_ev="2.9 / 2.8" homo_energy_ev="-1.90 / -4.01" multiplicity=4 total_charge=-1
V -0.3574 -0.3267 0.2282 0.748
C 3.2200 -2.5946 -3.0836 -0.049
N 2.0143 -2.5325 -2.2907 -0.118
C 0.9990 -3.4594 -2.2886 -0.068
C 0.0386 -2.9684 -1.4616 -0.108
N 0.4524 -1.7614 -0.9670 -0.050
C 1.6524 -1.5115 -1.4805 -0.472
P 2.5577 0.1012 -1.3350 1.029
C 2.5575 -0.0354 0.5164 -0.485
N 1.6301 -0.5733 1.3395 -0.046
C 1.9069 -0.1198 2.6041 -0.160
C 2.9749 0.7139 2.5790 -0.092
N 3.3918 0.7700 1.2637 -0.152
C 4.3153 1.7346 0.7297 -0.076
C 1.2886 0.8239 -2.5652 -0.468
N 0.3487 0.2095 -3.2729 0.060
C -0.2000 1.1624 -4.0838 -0.197
C 0.3958 2.3713 -3.8658 -0.099
N 1.3396 2.1484 -2.8982 -0.138
C 2.1749 3.1463 -2.2670 -0.064
H 3.4042 -3.6281 -3.3725 0.082
H 4.0620 -2.2229 -2.5046 0.068
H 3.1251 -1.9846 -3.9833 0.089
H 1.0500 -4.3688 -2.8611 0.106
H -0.9184 -3.3883 -1.2050 0.103
H 1.3257 -0.4352 3.4554 0.101
H 3.4813 1.2580 3.3581 0.100
H 5.0058 2.0475 1.5129 0.080
H 3.7737 2.6080 0.3536 0.079
H 4.8817 1.3019 -0.0938 0.061
H -0.9889 0.9208 -4.7788 0.089
H 0.2183 3.3474 -4.2850 0.101
H 2.0442 4.0973 -2.7819 0.081
H 3.2247 2.8550 -2.3183 0.069
H 1.8898 3.2520 -1.2189 0.055
C -0.5925 3.2217 2.4574 -0.108
O -0.8111 1.9093 1.9540 -0.172
C -0.0970 1.5672 0.8145 -0.496
O 0.6581 2.4213 0.3592 -0.051
H -1.3164 3.3671 3.2580 0.080
H -0.7413 3.9690 1.6767 0.079
H 0.4222 3.3244 2.8499 0.078
C -2.0233 -3.3805 1.8743 -0.073
C -3.1810 -2.4531 2.2577 -0.379
C -2.7101 -1.3829 3.2512 -0.070
C -3.9000 -1.8308 1.0678 -0.151
C -5.1907 -2.2659 0.7982 -0.079
C -5.9925 -1.6487 -0.1491 -0.121
C -5.5035 -0.5007 -0.7590 -0.072
C -4.2210 -0.0256 -0.5224 -0.154
C -3.8553 1.3460 -1.0653 -0.363
C -2.6523 1.3670 -2.0238 -0.080
C -3.6496 2.3093 0.1113 -0.060
C -3.3326 -0.7680 0.3043 -0.252
N -2.0084 -0.4734 0.3729 -0.105
H -1.6533 -3.9164 2.7532 0.070
H -1.2029 -2.8010 1.4531 0.045
H -2.3532 -4.1188 1.1399 0.073
H -3.9297 -3.0657 2.7719 0.115
H -1.9493 -0.7530 2.7916 0.051
H -2.2910 -1.8518 4.1465 0.069
H -3.5460 -0.7478 3.5516 0.079
H -5.5888 -3.0997 1.3701 0.097
H -6.9883 -2.0138 -0.3684 0.082
H -6.1373 0.0572 -1.4417 0.097
H -4.7321 1.6875 -1.6250 0.112
H -1.7233 1.5605 -1.4891 0.046
H -2.7811 2.1435 -2.7833 0.070
H -2.5419 0.4060 -2.5261 0.076
H -2.7892 1.9849 0.6985 0.050
H -4.5292 2.3137 0.7596 0.078
H -3.4721 3.3291 -0.2438 0.076


Record 2
64
Properties=species:S:1:pos:R:3:lowdin_charge:R:1 method="wB97M-V/def2-TZVPD" lumo_energy_ev="1.3 / 1.4" homo_energy_ev="-2.16 / -2.16" total_charge=-1 e_above_lowest_kcal_mol=84.0
O -1.3350 -1.7905 -2.0881 -0.212
C -0.4367 -2.8038 -2.6756 -0.156
C -0.7643 -2.4360 -4.1015 -0.078
H -0.7563 -3.8140 -2.4071 0.113
H 0.5912 -2.5936 -2.3571 0.102
C -1.7938 -1.4894 -3.4730 -0.533
H -1.1873 -3.2037 -4.7404 0.116
H 0.0609 -1.9292 -4.6103 0.111
C -3.2480 -1.9099 -3.6075 -0.021
H -3.4065 -2.9286 -3.2174 0.094
H -3.5765 -1.8580 -4.6607 0.093
H -3.8701 -1.2093 -3.0295 0.096
C -1.6254 -0.0752 -3.9846 -0.011
H -0.5899 0.1457 -4.2790 0.061
H -1.9794 0.6999 -3.2846 0.100
H -2.2374 -0.0379 -4.9087 0.099
Zn -1.6485 -2.0127 0.0858 0.837
C 1.8048 3.6828 2.3967 -0.226
C 2.8879 2.7832 2.1831 -0.219
C 3.0908 2.6719 0.7805 -0.209
H 3.4873 2.2823 2.9405 0.057
C 2.1552 3.5338 0.1293 -0.241
C 1.3496 4.1493 1.1181 -0.210
H 0.5318 4.8436 0.9218 0.050
H 1.3734 3.9464 3.3610 0.044
H 3.7898 1.9937 0.3019 0.058
H 2.0595 3.6969 -0.9374 0.055
C -2.3679 0.3346 2.7556 -0.135
C -1.8845 1.1656 1.7037 -0.102
C -2.2691 0.5743 0.4824 -0.187
H -1.3470 2.1096 1.8548 0.102
C -3.0689 -0.6240 0.7527 -0.383
C -3.1198 -0.7132 2.2091 -0.177
H -3.7167 -1.4395 2.7527 0.076
H -2.1496 0.4700 3.8129 0.095
H -2.1263 0.9484 -0.5285 0.065
H -3.8762 -0.9731 0.0989 0.068
O 1.7255 0.9635 -0.5843 -0.181
C 0.7440 1.4571 -1.5421 -0.192
C 1.4635 1.2757 -2.8751 -0.149
H 0.4877 2.4821 -1.2454 0.107
H -0.2033 0.8871 -1.5254 0.082
C 2.2245 -0.0754 -2.6940 -0.144
H 2.2455 2.0521 -2.8788 0.113
H 0.8415 1.3535 -3.7746 0.082
C 2.2373 -0.2639 -1.1623 -0.187
H 3.2689 0.0052 -3.0277 0.102
H 1.7393 -0.9481 -3.1816 0.079
H 3.2422 -0.5287 -0.7772 0.127
H 1.5535 -1.0812 -0.8553 0.080
C 0.2020 -1.5570 1.6249 -0.089
C 0.4980 -1.2258 3.0011 -0.300
C 0.7542 0.1180 3.3796 -0.050
C 0.8744 0.4908 4.7149 -0.084
C 0.8260 -0.4771 5.7318 -0.112
C 0.7732 -1.8324 5.3602 -0.123
C 0.5857 -2.2056 4.0325 -0.063
H 0.3781 -2.6175 1.4008 -0.004
H 0.5899 -0.8211 0.8928 0.033
H 0.8606 0.8533 2.5789 0.102
H 1.0077 1.5486 4.9760 0.104
H 0.8948 -0.1826 6.7825 0.088
H 0.8438 -2.6009 6.1364 0.088
H 0.5404 -3.2606 3.7609 0.097


Record 3
73
Properties=species:S:1:pos:R:3:lowdin_charge:R:1 method="wB97M-V/def2-TZVPD" s_squared=0.7554 lumo_energy_ev="-5.1 / -5.1" homo_energy_ev="-11.47 / -11.47" multiplicity=2 total_charge=+1 e_above_lowest_kcal_mol=56.9
Ir 0.8372 -0.9565 -0.7225 1.289
C 3.0124 -2.8083 0.6457 -0.023
C 2.1791 -2.5408 1.8593 -0.219
C 1.9274 -3.5039 2.8151 -0.026
C 1.1144 -3.2212 3.9055 -0.049
C 0.5322 -1.9712 4.0428 -0.029
C 0.7520 -0.9752 3.1052 -0.213
C 0.1407 0.3801 3.2495 -0.025
C 1.6015 -1.2576 2.0157 -0.264
N 1.8765 -0.2987 1.0491 -0.002
C 2.9563 0.4957 1.0044 -0.214
C 3.8567 0.6289 2.1890 0.032
C 3.1908 1.1553 -0.2052 -0.229
C 4.3588 2.0734 -0.3856 0.021
N 2.4411 0.7992 -1.2602 0.084
C 2.1385 1.5353 -2.3474 -0.226
C 1.5855 2.8487 -2.2144 -0.198
C 1.1711 3.3471 -0.8668 -0.019
C 1.3717 3.5911 -3.3519 -0.031
C 1.6491 3.0739 -4.6206 -0.039
C 2.1209 1.7798 -4.7583 -0.029
C 2.3566 0.9847 -3.6532 -0.194
C 2.8669 -0.3971 -3.7953 -0.037
H 3.1989 -3.8711 0.5238 0.095
H 3.9655 -2.2807 0.6972 0.090
H 2.4695 -2.4434 -0.2636 0.041
H 2.3570 -4.4864 2.7006 0.119
H 0.9217 -3.9888 4.6377 0.111
H -0.1124 -1.7685 4.8849 0.118
H -0.6433 0.3638 4.0005 0.086
H -0.2703 0.7170 2.3000 0.073
H 0.8879 1.1091 3.5621 0.086
H 3.4554 0.0605 3.0229 0.096
H 3.9704 1.6704 2.4840 0.105
H 4.8490 0.2493 1.9488 0.108
H 5.2874 1.5191 -0.2466 0.108
H 4.3391 2.8663 0.3587 0.098
H 4.3487 2.5120 -1.3800 0.101
H 0.6312 2.5575 -0.3419 0.081
H 0.5307 4.2201 -0.9705 0.092
H 2.0287 3.6298 -0.2578 0.076
H 0.9626 4.5865 -3.2702 0.117
H 1.4609 3.6788 -5.4931 0.112
H 2.3047 1.3740 -5.7397 0.121
H 3.5254 -0.4851 -4.6548 0.095
H 2.0042 -1.0519 -3.9489 0.070
H 3.3672 -0.7286 -2.8889 0.071
O 0.2127 -1.4590 -2.8210 -0.322
S -1.0117 -1.8274 -2.0985 0.446
O -2.0977 -2.2480 -2.8919 -0.159
O -1.3519 -0.3412 -1.4109 -0.049
O -0.6203 -2.6281 -0.9383 -0.307
C -4.7427 -1.9521 1.4184 0.009
C -4.4369 -1.0700 0.2120 -0.432
C -5.4458 -1.3359 -0.9075 0.010
O -3.1498 -1.4373 -0.3167 0.156
B -2.5151 -0.3055 -0.6922 -0.883
O -3.1173 0.8355 -0.2808 0.191
C -4.2599 0.4639 0.5274 -0.430
C -5.4432 1.3444 0.1392 0.004
C -3.8815 0.7478 1.9858 -0.002
H -4.8369 -2.9831 1.0865 0.098
H -5.6746 -1.6357 1.8768 0.098
H -3.9483 -1.9143 2.1584 0.086
H -5.3339 -2.3684 -1.2264 0.102
H -5.2187 -0.7115 -1.7665 0.099
H -6.4621 -1.1567 -0.5747 0.096
H -5.5739 1.3622 -0.9369 0.091
H -5.2536 2.3604 0.4738 0.094
H -6.3501 0.9866 0.6159 0.099
H -3.0308 0.1435 2.2944 0.081
H -4.7266 0.5607 2.6419 0.097
H -3.6070 1.7971 2.0669 0.096


Record 4
69
Properties=species:S:1:pos:R:3:lowdin_charge:R:1 method="wB97M-V/def2-TZVPD" lumo_energy_ev="-8.6 / -8.8" homo_energy_ev="-13.90 / -13.89" total_charge=+2 e_above_lowest_kcal_mol=0.0
C -2.1602 -0.7491 -5.8306 0.002
C -1.5225 -0.3919 -4.5539 -0.340
H -3.2490 -0.8796 -5.7666 0.122
H -1.6751 -1.6702 -6.1975 0.126
H -1.9246 0.0560 -6.5419 0.110
O -1.8572 -0.5450 -3.3697 -0.080
I 3.0217 -1.9522 -4.4264 0.018
La 0.6703 -0.3618 -3.3380 1.006
P -0.4181 2.3894 -2.8479 0.660
C -1.8482 2.8735 -1.8069 -0.260
C 0.8911 3.5368 -2.2582 -0.288
H 0.5930 4.5735 -2.4753 0.063
H -0.9608 4.2574 -4.3259 0.064
H 1.8254 3.2952 -2.7830 0.043
H -0.1158 2.9343 -5.2089 0.050
H -1.7100 2.5136 -0.7756 0.017
H 1.0629 3.4057 -1.1807 0.016
C -0.8819 3.1654 -4.4505 -0.273
H -1.9654 3.9709 -1.8128 0.070
H -1.8509 2.7686 -4.7906 0.046
H -2.7544 2.4038 -2.2167 0.050
P 0.1473 -2.8492 -1.8886 0.654
C -1.0957 -2.9975 -0.5652 -0.260
C -0.2855 -4.2150 -3.0356 -0.257
H 2.5064 -3.2157 -1.8820 -0.037
H 1.6346 -4.5426 -1.0273 0.064
H 1.9234 -2.9573 -0.2118 0.028
C 1.7075 -3.4558 -1.1631 -0.271
H 0.2438 -4.0632 -3.9894 0.028
H 0.0140 -5.1765 -2.5968 0.063
H -0.9836 -3.9541 -0.0327 0.072
H -2.0952 -2.9406 -1.0174 0.053
H -1.3699 -4.2230 -3.1989 0.050
H -1.0035 -2.1660 0.1476 -0.008
Cl 2.2333 0.5123 -1.2684 -0.124
C -3.8168 -0.4633 3.7035 -0.052
C -3.8909 -0.1843 2.3311 -0.063
C -2.7153 0.0008 1.5896 -0.154
C -1.4723 -0.0639 2.2288 -0.365
C -1.3900 -0.3389 3.5937 -0.111
C -2.5707 -0.5531 4.3303 -0.046
Sb 0.3103 0.4375 1.0390 1.537
C 0.9267 2.0952 2.3409 -0.343
C 0.6311 3.3984 1.9328 -0.136
C 0.8912 4.4722 2.7999 -0.057
C 1.4363 4.2381 4.0715 -0.048
C 1.7425 2.9280 4.4643 -0.049
C 1.5167 1.8521 3.5858 -0.111
C 1.6826 -1.0360 1.8673 -0.409
C 3.0530 -0.7757 1.7724 -0.168
C 3.9873 -1.6976 2.2518 -0.052
C 3.5511 -2.8860 2.8589 -0.044
C 2.1746 -3.1409 2.9707 -0.060
C 1.2432 -2.2135 2.4840 -0.142
H -4.7222 -0.6309 4.2884 0.119
H -4.8597 -0.1359 1.8301 0.114
H -2.7750 0.2041 0.5174 0.082
H -0.4269 -0.4156 4.1014 0.102
H -2.5121 -0.7824 5.3963 0.121
H 0.2118 3.5943 0.9485 0.071
H 0.6762 5.4861 2.4781 0.112
H 1.6366 5.0669 4.7532 0.119
H 2.1770 2.7308 5.4494 0.120
H 1.8201 0.8493 3.8973 0.102
H 3.4070 0.1616 1.3331 0.083
H 5.0563 -1.4825 2.1576 0.121
H 4.2732 -3.6012 3.2445 0.117
H 1.8238 -4.0476 3.4654 0.116
H 0.1761 -2.4164 2.6104 0.097


Record 5
88
Properties=species:S:1:pos:R:3:lowdin_charge:R:1 method="wB97M-V/def2-TZVPD" s_squared=6.0303 lumo_energy_ev="-3.4 / -5.8" homo_energy_ev="-12.37 / -12.59" multiplicity=5 total_charge=+1 e_above_lowest_kcal_mol=0.0
Pd 0.3943 0.1945 1.3438 0.939
F 2.3563 2.6747 5.7820 0.167
C 1.1869 2.2674 5.3182 -0.676
F 0.8828 1.0893 5.8466 0.154
F 0.2502 3.1469 5.6334 0.160
S 1.3239 2.1156 3.4580 0.623
O 1.5552 0.6740 3.2258 -0.403
O 2.3364 3.0171 3.0254 -0.241
N -0.1740 2.3893 2.9957 -0.324
S -0.5319 3.2550 1.7090 0.564
O -1.8558 2.8856 1.3010 -0.297
O 0.5148 3.2590 0.7292 -0.295
C -0.6759 4.9791 2.3464 -0.685
F 0.4683 5.3479 2.9084 0.158
F -1.6494 5.0383 3.2477 0.156
F -0.9587 5.7888 1.3350 0.162
O 8.7280 3.2601 -4.6150 -0.104
S 7.3344 2.8102 -4.5046 0.513
O 6.5894 3.9431 -3.9864 -0.147
O 6.8343 2.2317 -5.7163 -0.185
C 7.2785 1.5061 -3.2653 -0.377
N 8.3369 0.7236 -3.1932 0.138
C 8.2323 -0.2797 -2.3269 -0.068
C 7.0910 -0.4856 -1.5658 0.034
C 6.0459 0.4137 -1.7303 -0.189
N 6.1495 1.4221 -2.5970 0.168
C 4.7543 0.3263 -0.9920 -0.116
C 4.5116 -0.6403 -0.0216 0.015
C 3.2859 -0.6653 0.6118 -0.104
N 2.3196 0.2098 0.3281 -0.049
C 2.5474 1.1565 -0.5891 -0.089
C 3.7448 1.2418 -1.2703 0.034
H 9.0870 -0.9403 -2.2458 0.125
H 7.0411 -1.3201 -0.8832 0.110
H 5.2556 -1.3688 0.2650 0.113
H 3.0707 -1.3935 1.3828 0.119
H 1.7534 1.8726 -0.7544 0.097
H 3.9061 2.0208 -2.0009 0.125
N -0.8123 -0.6574 0.2440 -0.118
P -2.3457 -1.2032 -0.1518 0.633
N -3.2858 -1.0271 1.1505 -0.188
C -4.5404 -0.2617 1.2093 -0.163
C -4.4074 0.9309 2.1475 -0.164
C -3.8958 0.5020 3.5213 -0.175
C -2.6003 -0.2984 3.3987 -0.178
C -2.7957 -1.4827 2.4639 -0.196
N -2.1804 -2.7647 -0.5410 -0.201
C -3.1899 -3.7877 -0.1906 -0.167
C -2.5940 -5.1778 -0.3801 -0.177
C -1.1909 -5.2505 0.2197 -0.172
C -0.2331 -4.2486 -0.4634 -0.161
C -1.0068 -3.2340 -1.2960 -0.203
N -2.8737 -0.3077 -1.3846 -0.194
C -2.8368 1.1657 -1.3044 -0.188
C -1.8801 1.7268 -2.3443 -0.169
C -2.2453 1.2269 -3.7401 -0.188
C -2.3108 -0.2991 -3.7774 -0.174
C -3.2511 -0.8335 -2.7043 -0.171
H -5.3191 -0.9462 1.5624 0.131
H -4.8101 0.0493 0.2012 0.107
H -5.3812 1.4142 2.2401 0.124
H -3.7153 1.6578 1.7142 0.083
H -4.6509 -0.1129 4.0227 0.120
H -3.7326 1.3796 4.1464 0.120
H -2.2702 -0.6565 4.3752 0.124
H -1.8124 0.3539 3.0065 0.066
H -3.5414 -2.1703 2.8776 0.128
H -1.8713 -2.0479 2.3249 0.106
H -4.0897 -3.6638 -0.7997 0.121
H -3.4752 -3.6540 0.8538 0.106
H -2.5679 -5.4395 -1.4398 0.117
H -3.2564 -5.8984 0.0995 0.122
H -0.8042 -6.2647 0.1308 0.113
H -1.2550 -5.0364 1.2894 0.112
H 0.4819 -4.7632 -1.1070 0.116
H 0.3444 -3.7089 0.2910 0.102
H -1.3428 -3.6647 -2.2427 0.124
H -0.3803 -2.3768 -1.5449 0.102
H -2.5416 1.4679 -0.2996 0.073
H -3.8528 1.5352 -1.4815 0.135
H -0.8612 1.4176 -2.0872 0.108
H -1.9077 2.8161 -2.2989 0.125
H -1.5249 1.5893 -4.4736 0.116
H -3.2198 1.6361 -4.0264 0.121
H -1.3122 -0.7169 -3.6129 0.112
H -2.6524 -0.6460 -4.7540 0.119
H -3.2440 -1.9216 -2.6728 0.105
H -4.2784 -0.5139 -2.9064 0.132


Record 6
74
Properties=species:S:1:pos:R:3:lowdin_charge:R:1 method="wB97M-V/def2-TZVPD" lumo_energy_ev=4.2 homo_energy_ev=-0.16 total_charge=-2 e_above_lowest_kcal_mol=0.0
Y -1.0026 -0.0280 0.3059 0.819
O -5.2912 0.5108 -0.8636 0.041
C -4.0835 0.5488 -0.6169 -0.448
N -3.2482 -0.3410 -0.0470 0.051
C -3.8782 -1.4786 0.3115 -0.443
O -5.0594 -1.8211 0.2035 0.038
C -2.9911 -2.4813 0.9419 -0.244
C -3.4878 -3.7110 1.3697 -0.008
C -2.6111 -4.6188 1.9565 -0.094
C -1.2741 -4.2685 2.0952 -0.073
C -0.8751 -3.0215 1.6386 -0.229
N -1.7029 -2.1249 1.0673 -0.225
C -3.3890 1.7838 -1.0039 -0.259
C -4.0506 2.8463 -1.6112 -0.015
C -3.3139 3.9783 -1.9441 -0.099
C -1.9534 4.0031 -1.6585 -0.068
C -1.3908 2.8895 -1.0505 -0.276
N -2.0803 1.7811 -0.7176 -0.263
H -4.5393 -3.9429 1.2417 0.108
H -2.9735 -5.5824 2.2976 0.085
H -0.5598 -4.9459 2.5462 0.092
H 0.1567 -2.6957 1.7214 0.065
H -5.1134 2.7767 -1.8126 0.105
H -3.7991 4.8242 -2.4186 0.082
H -1.3446 4.8650 -1.9014 0.086
H -0.3342 2.8556 -0.8054 0.003
C -0.9363 -3.3249 -3.5098 -0.176
C -0.9846 -2.0872 -2.6330 -0.682
S -0.8869 -2.4546 -0.9172 0.822
C -1.0936 -0.8457 -3.1885 -0.701
C -1.1713 -0.6388 -4.6922 -0.171
S -1.1621 0.6823 -2.3149 0.814
H -0.8479 -4.2628 -2.9482 0.039
H -0.0709 -3.2866 -4.1818 0.059
H -1.8519 -3.4093 -4.1067 0.062
H -1.1319 -1.5647 -5.2713 0.039
H -0.3356 -0.0217 -5.0446 0.056
H -2.1102 -0.1440 -4.9698 0.060
C 1.5596 -1.8587 3.9910 -0.046
N 2.2991 -1.9816 2.7481 -0.146
C 3.7465 -1.8851 2.8746 -0.067
C 1.6512 -1.5705 1.5887 -0.486
O 0.6019 -0.9266 1.6262 -0.173
N 2.2499 -1.9258 0.3854 -0.121
C 1.7353 -1.2942 -0.8158 -0.123
C 2.8335 -3.2459 0.1923 -0.064
H 1.9797 -2.5452 4.7317 0.081
H 0.5054 -2.1078 3.8356 0.089
H 1.6323 -0.8286 4.3528 0.096
H 3.9892 -0.9772 3.4369 0.087
H 4.2530 -1.8172 1.9098 0.082
H 4.1107 -2.7592 3.4212 0.080
H 1.4727 -0.2503 -0.6184 0.056
H 0.8406 -1.8295 -1.1483 -0.076
H 2.5002 -1.3245 -1.5971 0.095
H 3.0532 -3.7548 1.1327 0.077
H 3.7511 -3.1418 -0.3932 0.080
H 2.1196 -3.8677 -0.3581 0.087
C 3.6704 4.1618 -0.6855 -0.209
Si 2.3008 4.3161 0.5904 0.425
C 3.0670 4.4253 2.3016 -0.210
C 1.3247 5.8852 0.2548 -0.202
C 1.1621 2.8196 0.4924 -0.240
C 0.4408 1.8718 0.4304 -0.279
H 4.3392 5.0262 -0.6383 0.011
H 3.2535 4.1061 -1.6954 0.025
H 4.2637 3.2597 -0.5087 0.022
H 3.7313 5.2918 2.3711 0.011
H 3.6516 3.5271 2.5216 0.020
H 2.2915 4.5263 3.0668 0.026
H 1.9761 6.7625 0.3090 0.012
H 0.5240 6.0073 0.9903 0.029
H 0.8738 5.8544 -0.7416 0.015
H -0.9812 0.8077 2.1775 -0.114